1.
{
  "formula": "C30H32N5O2",
  "method": "ωB97M-V/def2-TZVPD",
  "symbols": ["C", "C", "O", "N", "C", "C", "N", "C", "C", "N", "C", "C", "O", "C", "C", "N", "C", "C", "C", "C", "C", "C", "C", "C", "C", "C", "C", "N", "C", "C", "C", "C", "C", "C", "C", "C", "C", "H", "H", "H", "H", "H", "H", "H", "H", "H", "H", "H", "H", "H", "H", "H", "H", "H", "H", "H", "H", "H", "H", "H", "H", "H", "H", "H", "H", "H", "H", "H", "H"],
  "positions_angstrom": [[7.8354, 3.5648, 3.8761], [7.2258, 2.4183, 3.1063], [6.4894, 2.5787, 2.1459], [7.6192, 1.1625, 3.5778], [8.8272, 1.0183, 4.3750], [9.6436, -0.1858, 3.9511], [8.7987, -1.3418, 3.8427], [9.5530, -2.5604, 3.7874], [8.6369, -3.7345, 4.0570], [7.3969, -3.6680, 3.2859], [6.8022, -4.8880, 2.9482], [7.4146, -6.1078, 3.6315], [5.8807, -4.9694, 2.1497], [6.7783, -2.4128, 2.9902], [5.5343, -2.2211, 2.3975], [4.9382, -0.9764, 2.2371], [3.5992, -0.8332, 1.6756], [3.5172, -0.2664, 0.1906], [2.3637, 0.2593, -0.4475], [2.3518, 0.6782, -1.7969], [3.5089, 0.5789, -2.5881], [3.6195, 1.1601, -3.9883], [4.6105, -0.0584, -2.0008], [4.5887, -0.4981, -0.6675], [2.5955, -0.1024, 2.5350], [1.7337, -0.7094, 3.4424], [1.5383, -2.1215, 3.7662], [0.8303, 0.2043, 3.8914], [1.0331, 1.4289, 3.3070], [0.3485, 2.6273, 3.5363], [0.6977, 3.7352, 2.7592], [1.6561, 3.5858, 1.7422], [2.3295, 2.3641, 1.5415], [2.1348, 1.2837, 2.4035], [5.6314, 0.1232, 2.6583], [6.9011, 0.0223, 3.1729], [7.5137, -1.2526, 3.3522], [7.7974, 3.3969, 4.9662], [8.8802, 3.7204, 3.5496], [7.2502, 4.4498, 3.6074], [9.4611, 1.8929, 4.2377], [8.5749, 0.8876, 5.4432], [10.2121, -0.0151, 3.0057], [10.4064, -0.4027, 4.7263], [10.1106, -2.6605, 2.8267], [10.3289, -2.5172, 4.5792], [9.2148, -4.6291, 3.7947], [8.4249, -3.7519, 5.1462], [7.4676, -5.9919, 4.7293], [6.7666, -6.9587, 3.3938], [8.4252, -6.3454, 3.2470], [4.9579, -3.0347, 1.9675], [3.2142, -1.8256, 1.5110], [1.4052, 0.3192, 0.0626], [1.4389, 1.0956, -2.2557], [4.5901, 0.8732, -4.4238], [2.8381, 0.8190, -4.6892], [3.5882, 2.2649, -3.9896], [5.5168, -0.2080, -2.6063], [5.3887, -1.1474, -0.3342], [1.8911, -2.7905, 2.9848], [2.0696, -2.3509, 4.6896], [0.4830, -2.3507, 3.9482], [0.1312, 0.0026, 4.6057], [-0.4022, 2.7015, 4.3381], [0.2276, 4.7102, 2.9301], [1.9027, 4.4546, 1.1105], [2.9982, 2.2657, 0.6831], [5.0978, 1.0547, 2.4480]],
  "forces_ev_per_angstrom": [[-0.16, 0.43, -0.17], [0.27, 0.44, -0.50], [0.57, -0.18, 1.06], [-0.50, 0.10, -0.72], [0.14, -0.28, 0.55], [0.47, 0.43, -0.22], [-0.75, 0.15, -0.21], [0.27, -0.49, -0.20], [0.48, 0.31, 0.67], [-0.63, -0.19, -0.63], [-0.15, -0.21, -0.58], [-0.28, -0.42, -0.14], [0.68, 0.19, 0.91], [0.35, 0.20, 0.20], [-1.07, 0.39, -0.57], [2.92, -0.61, 1.18], [-2.37, 0.92, -1.88], [0.37, -0.32, -0.72], [-0.28, -0.22, -0.26], [0.40, -0.26, 0.34], [0.21, 0.13, 0.40], [0.17, -0.06, -0.21], [0.00, 0.06, -0.02], [0.03, -0.04, -0.39], [-0.43, 0.24, 0.30], [0.21, 0.92, -1.33], [0.06, -0.79, 0.76], [-0.43, -0.17, 0.79], [0.69, 0.35, -0.07], [0.07, 0.33, 0.06], [0.04, -0.44, 0.17], [0.37, -0.38, -0.10], [0.50, 1.18, -0.27], [-1.25, -0.05, 0.53], [-1.50, -0.41, -0.97], [0.59, -0.35, 0.31], [0.55, 0.29, -0.04], [0.11, 0.11, -0.50], [-0.47, 0.06, 0.23], [0.25, -0.13, 0.15], [-0.23, -0.09, 0.23], [0.08, 0.25, -0.34], [-0.48, 0.03, 0.41], [-0.43, 0.23, -0.33], [-0.50, 0.03, 0.35], [-0.47, -0.11, -0.37], [-0.48, 0.29, 0.13], [0.01, -0.10, -0.52], [0.02, 0.00, -0.53], [0.15, 0.26, 0.08], [-0.55, 0.16, 0.17], [0.26, 0.04, 0.35], [0.13, -0.68, 0.41], [0.32, 0.09, 0.20], [0.46, -0.28, 0.52], [-0.36, 0.10, 0.12], [0.18, 0.03, 0.47], [-0.05, -0.46, 0.19], [-0.46, -0.04, 0.36], [0.39, 0.34, 0.12], [0.09, 0.02, -0.02], [0.08, -0.32, 0.06], [0.14, 0.10, -0.12], [0.39, 0.14, -0.48], [0.32, -0.07, -0.54], [0.14, -0.49, -0.08], [-0.18, -0.64, 0.26], [-0.01, 0.30, 0.54], [0.50, -0.34, 0.42]],
  "smiles": "CC(=O)N1CCN2CCN(C(C)=O)c3c[n+]([C@H](c4ccc(C)cc4)c4c(C)[nH]c5ccccc45)cc1c32",
  "homo_lumo_gap_ev": 7.2270,
  "relative_energy_kj_mol": 0.0,
  "multiplicity": 1,
  "charge": 1
}

---

2.
{
  "formula": "C30H33BFN4O13S",
  "method": "ωB97M-V/def2-TZVPD",
  "symbols": ["C", "C", "O", "B", "O", "C", "C", "C", "C", "C", "C", "C", "C", "C", "C", "C", "C", "O", "O", "C", "N", "C", "S", "C", "C", "O", "N", "C", "O", "F", "N", "C", "C", "O", "C", "N", "H", "H", "H", "H", "H", "H", "H", "H", "H", "H", "H", "H", "H", "H", "H", "H", "H", "C", "C", "O", "C", "O", "O", "C", "H", "H", "H", "H", "H", "H", "H", "H", "C", "C", "O", "C", "O", "O", "C", "H", "H", "H", "H", "H", "H", "H", "H"],
  "positions_angstrom": [[-3.1133, -6.1196, -1.7727], [-1.9224, -5.6459, -2.6991], [-0.6941, -5.8418, -1.9546], [0.3487, -4.9981, -2.3932], [1.4130, -5.6252, -3.1249], [0.4695, -3.4288, -2.1051], [0.0243, -2.7802, -0.7971], [-0.5856, -3.6059, 0.3790], [0.5350, -3.7245, 1.4993], [1.9780, -3.6355, 1.1630], [2.9193, -3.7256, 2.2914], [2.4887, -3.8968, 3.6843], [1.0453, -4.0001, 3.9993], [0.6280, -4.1856, 5.4993], [0.0845, -3.9128, 2.8874], [0.1814, -1.3331, -0.5970], [-0.3194, -0.7328, 0.7656], [0.5211, -0.3776, 1.6043], [-1.6097, -0.6651, 0.9894], [0.7978, -0.4323, -1.6449], [0.9230, 0.9075, -1.3092], [1.5275, 1.5497, -2.3429], [1.8484, 3.3426, -2.0894], [1.9572, 0.9654, -3.6546], [2.6504, 1.8352, -4.7706], [3.6356, 1.3513, -5.2725], [2.1496, 3.1225, -5.2236], [3.1616, 4.1325, -5.0231], [3.1261, 5.2141, -5.5114], [4.2497, 3.8727, -4.1913], [1.7850, -0.3481, -3.9442], [1.2120, -1.0728, -2.9093], [1.0285, -2.5505, -3.1276], [1.4400, -3.0788, -4.4078], [0.4003, -2.7532, -5.2490], [-0.2622, -2.2314, -6.0355], [-3.6719, -5.2173, -1.3846], [-2.6833, -6.6562, -0.8745], [-3.8279, -6.8056, -2.3080], [-2.0683, -4.5402, -2.9079], [-1.8219, -6.2428, -3.6524], [1.1252, -5.7443, -4.0520], [-1.4356, -3.0452, 0.8721], [-0.9883, -4.6075, 0.0792], [2.3641, -3.5065, 0.1266], [4.0108, -3.6500, 2.0724], [3.2863, -3.9637, 4.4723], [1.5434, -4.4979, 6.0849], [0.2209, -3.2275, 5.9160], [-0.1574, -4.9872, 5.5736], [-1.0196, -3.9702, 3.0809], [1.9402, 3.5425, -0.7240], [1.2764, 3.3786, -4.7447], [-3.3457, 1.6398, 1.2129], [-3.9851, 1.1630, -0.0713], [-5.3390, 1.6480, -0.1911], [-5.4667, 2.9135, -0.5869], [-4.5703, 3.6715, -0.8609], [-6.7793, 3.2116, -0.6135], [-7.0538, 4.5695, -0.9447], [-3.9696, 1.3815, 2.0725], [-2.3626, 1.1891, 1.3402], [-3.2310, 2.7275, 1.2184], [-4.0439, 0.0747, -0.0625], [-3.3944, 1.4470, -0.9447], [-6.5613, 4.8600, -1.8735], [-6.7446, 5.2221, -0.1265], [-8.1309, 4.6660, -1.0782], [4.3970, 5.8943, 4.9137], [3.6329, 6.7067, 3.8867], [3.2673, 5.9003, 2.7624], [2.2027, 5.1042, 2.9465], [1.5424, 5.0259, 3.9505], [2.0138, 4.4003, 1.8258], [0.9516, 3.4413, 1.9084], [5.2493, 5.3932, 4.4495], [4.7577, 6.5340, 5.7213], [3.7672, 5.1159, 5.3476], [4.2733, 7.5028, 3.5031], [2.7528, 7.1832, 4.3245], [0.0224, 3.9024, 2.2433], [1.2369, 2.6259, 2.5733], [0.7946, 3.0341, 0.9112]],
  "forces_ev_per_angstrom": [[0.13, 0.14, 0.05], [-0.66, 0.08, 0.71], [0.53, 1.33, -1.01], [0.80, -1.17, -0.24], [-1.45, 0.94, 0.10], [0.31, 2.71, -0.10], [0.23, 1.98, -1.49], [0.83, 0.51, 0.69], [1.02, -0.39, 0.80], [-1.07, -0.52, 3.31], [-1.74, -0.07, 0.11], [-1.60, 0.05, -2.03], [1.15, 0.25, -1.58], [0.23, -0.11, -0.88], [2.24, 0.15, -0.30], [-0.07, -1.58, -1.16], [-2.46, 0.73, 1.68], [0.50, -0.30, -1.13], [2.83, -0.88, -1.78], [-1.09, -2.90, 1.58], [1.65, -0.94, -4.02], [-0.21, 0.35, 0.91], [0.01, -0.46, 0.09], [-1.14, -0.28, 0.61], [0.36, -1.84, 0.19], [-0.82, 0.89, 0.20], [1.77, -0.78, 2.25], [0.43, 1.40, -0.21], [-0.37, -0.73, 0.22], [-1.77, -0.71, -1.14], [-0.40, 2.00, 2.09], [0.01, -0.56, -0.17], [-0.68, 0.33, 3.24], [-3.21, 0.88, -0.58], [3.04, 0.38, 0.94], [-0.47, -0.66, 0.10], [0.52, -1.06, -0.45], [-0.45, 0.50, -1.11], [0.70, 0.75, 0.54], [0.24, -1.22, -0.11], [-0.39, 0.70, 0.89], [0.39, -0.21, 0.66], [0.93, -0.31, -0.86], [0.69, 0.86, 0.08], [-0.53, -0.07, 1.02], [-1.03, -0.08, 0.25], [-1.10, 0.09, -0.76], [-1.12, 0.36, -0.55], [0.35, -0.87, -0.33], [0.73, 0.79, 0.06], [1.25, 0.11, -0.15], [-0.22, -0.82, -0.92], [0.41, 0.22, -0.42], [-0.06, 0.67, 0.17], [0.77, -0.33, 0.35], [-0.37, 0.41, -0.40], [0.30, -0.51, 0.34], [-0.31, 0.04, -0.10], [0.06, 0.04, -0.11], [-0.15, 0.23, -0.05], [0.05, -0.16, -0.06], [-0.18, -0.15, -0.03], [-0.08, -0.01, -0.13], [-0.22, 0.12, -0.01], [-0.18, 0.16, 0.04], [0.10, -0.01, 0.15], [0.11, 0.03, -0.14], [0.04, -0.24, 0.08], [-0.06, -0.30, 0.07], [0.23, 0.18, 0.42], [-0.19, 0.07, -0.12], [0.07, -0.24, -0.17], [0.12, 0.13, -0.14], [0.09, 0.39, 0.19], [-0.38, -0.48, 0.02], [0.02, 0.16, -0.01], [0.00, 0.02, -0.06], [-0.05, 0.13, -0.01], [-0.08, -0.16, -0.25], [-0.05, -0.21, -0.07], [0.15, 0.02, 0.08], [-0.12, 0.06, -0.02], [0.14, 0.03, 0.07]],
  "homo_lumo_gap_ev": 6.2964,
  "multiplicity": 1,
  "charge": -1
}

---

3.
{
  "formula": "C30H33CdN3O3SSe",
  "method": "ωB97M-V/def2-TZVPD",
  "symbols": ["Cd", "C", "O", "C", "C", "O", "C", "C", "O", "C", "H", "H", "H", "H", "H", "H", "H", "H", "H", "H", "H", "H", "H", "H", "S", "C", "N", "C", "C", "C", "C", "C", "C", "H", "H", "H", "H", "H", "C", "C", "C", "C", "C", "C", "N", "C", "C", "C", "C", "C", "C", "H", "H", "H", "H", "H", "H", "H", "H", "H", "H", "Se", "C", "C", "C", "N", "C", "C", "H", "H", "H", "H"],
  "positions_angstrom": [[-0.5129, 0.3713, -0.3950], [3.0043, 0.0863, 0.2544], [1.7041, 0.1117, 0.8257], [1.6077, -0.6721, 2.0203], [0.5599, -0.0647, 2.9157], [-0.6357, 0.0387, 2.1701], [-1.7949, 0.3964, 2.9109], [-1.5848, 1.5260, 3.8945], [-1.0155, 2.6164, 3.2240], [-0.8407, 3.7423, 4.0542], [3.7233, 0.5467, 0.9379], [2.9700, 0.6595, -0.6697], [3.3141, -0.9371, 0.0343], [2.5695, -0.6637, 2.5419], [1.3572, -1.7022, 1.7576], [0.8745, 0.9282, 3.2544], [0.4231, -0.7161, 3.7882], [-2.1641, -0.4805, 3.4569], [-2.5341, 0.6892, 2.1661], [-0.9445, 1.2137, 4.7331], [-2.5656, 1.7841, 4.3193], [-1.8021, 4.1016, 4.4388], [-0.3802, 4.5223, 3.4514], [-0.1870, 3.5110, 4.9045], [2.4658, 2.2188, -3.7802], [1.3628, 1.9890, -2.4818], [0.7665, 0.8413, -2.4328], [1.1602, 0.0353, -3.4965], [0.6606, -1.2410, -3.7679], [1.1399, -1.9024, -4.8769], [2.0974, -1.3142, -5.7156], [2.5882, -0.0505, -5.4646], [2.1048, 0.6228, -4.3433], [1.1757, 2.7744, -1.7593], [-0.0787, -1.6766, -3.1056], [0.7679, -2.8915, -5.1086], [2.4507, -1.8578, -6.5818], [3.3164, 0.4068, -6.1207], [-4.9478, -2.7220, -1.6224], [-4.6226, -1.4481, -1.1793], [-3.3199, -1.1297, -0.8343], [-2.2822, -2.0696, -0.9311], [-2.6273, -3.3532, -1.3887], [-3.9344, -3.6664, -1.7207], [-0.9713, -1.6994, -0.6516], [-0.0689, -2.6681, -0.2108], [-0.4079, -3.6203, 0.7650], [0.5336, -4.5088, 1.2533], [1.8461, -4.4829, 0.7906], [2.1935, -3.5528, -0.1770], [1.2512, -2.6622, -0.6732], [-5.9661, -2.9729, -1.8867], [-5.3921, -0.6907, -1.0914], [-3.1015, -0.1284, -0.4720], [-1.8546, -4.1043, -1.4924], [-4.1615, -4.6655, -2.0738], [-1.4221, -3.6387, 1.1441], [0.2437, -5.2257, 2.0122], [2.5794, -5.1800, 1.1741], [3.2073, -3.5254, -0.5605], [1.5337, -1.9399, -1.4297], [-1.6252, 2.6718, -0.3807], [-0.3193, 3.8148, 0.3955], [-0.5765, 5.1851, 0.4437], [0.3617, 6.0358, 1.0043], [1.5273, 5.6362, 1.5134], [1.7679, 4.3273, 1.4629], [0.8966, 3.3917, 0.9279], [-1.5015, 5.5847, 0.0486], [0.1643, 7.1022, 1.0451], [2.7153, 4.0002, 1.8817], [1.1577, 2.3421, 0.9595]],
  "forces_ev_per_angstrom": [[0.01, 0.01, 0.06], [-0.01, -0.01, -0.03], [-0.04, 0.01, 0.03], [0.02, -0.01, -0.02], [0.00, 0.00, -0.02], [0.06, 0.01, -0.04], [-0.02, -0.05, 0.01], [-0.02, 0.03, 0.02], [-0.02, 0.01, -0.02], [0.00, 0.00, 0.00], [0.00, 0.00, 0.00], [-0.01, 0.00, 0.00], [0.00, -0.01, 0.00], [0.00, 0.02, 0.00], [0.00, 0.00, 0.01], [0.00, -0.01, -0.01], [0.00, 0.00, 0.00], [-0.01, 0.00, -0.01], [0.00, 0.01, 0.00], [0.00, 0.00, 0.00], [0.01, 0.00, 0.01], [0.00, 0.00, 0.00], [0.00, 0.00, 0.00], [0.00, 0.00, 0.00], [0.04, 0.07, 0.01], [-0.13, -0.08, -0.01], [0.26, 0.09, 0.03], [-0.10, -0.02, 0.05], [0.01, 0.00, 0.01], [-0.02, -0.02, 0.01], [0.01, 0.00, -0.01], [0.00, 0.00, 0.00], [-0.04, -0.05, -0.03], [0.02, 0.01, 0.00], [-0.01, 0.01, -0.03], [0.00, 0.00, 0.00], [0.01, 0.00, 0.00], [0.00, 0.00, 0.00], [0.00, 0.00, 0.00], [-0.02, 0.00, 0.00], [0.02, -0.02, -0.01], [-0.01, 0.05, 0.04], [0.02, 0.01, 0.01], [0.00, -0.01, 0.00], [-0.06, -0.06, -0.12], [0.00, 0.03, 0.05], [0.00, 0.02, -0.01], [0.01, -0.01, 0.00], [0.00, -0.01, 0.01], [0.00, 0.00, -0.02], [0.01, 0.00, 0.00], [0.00, 0.00, 0.00], [0.00, 0.00, 0.00], [-0.01, 0.01, 0.00], [0.01, -0.01, 0.00], [0.00, 0.00, 0.00], [-0.01, 0.00, 0.00], [0.00, 0.00, 0.00], [0.00, 0.00, 0.00], [0.00, 0.00, 0.00], [0.01, -0.01, 0.02], [0.00, -0.03, 0.01], [0.00, 0.03, 0.02], [-0.02, -0.01, 0.00], [0.01, 0.00, 0.00], [0.00, -0.01, 0.00], [0.00, 0.01, -0.01], [0.00, -0.03, 0.00], [0.00, 0.00, 0.00], [0.00, 0.00, 0.00], [0.00, 0.00, 0.00], [0.00, 0.00, 0.00]],
  "homo_lumo_gap_ev": 7.1118,
  "relative_energy_kj_mol": 31.5,
  "multiplicity": 1
}

---

What is the multiplicity in the first record?
1